ORCA calculation (ωB97M-V/def2-TZVPD) on a structure of composition C64H56F5N9O6P2S6Ti.

The geometry in ORCA input format:
```
! wB97M-V def2-TZVPD RIJCOSX def2/J DEFGRID3
* xyz 0 1
Ti 0.47589 1.13140 0.31514
S 1.48005 -2.78733 2.36049
S 6.77819 1.59006 -0.08559
S -4.23271 -5.64876 2.87268
S -0.35865 7.80264 -0.48245
S 0.54108 5.16861 0.42732
S 0.02986 2.72667 2.22443
P -1.88717 -2.31793 -1.62808
P -2.29941 -0.23827 0.14134
F 2.99261 -7.31742 4.18250
F 4.25882 -7.98647 1.86122
F 3.01597 -3.86501 -0.00069
F 4.24617 -6.22862 -0.22411
F 1.74001 -4.97017 4.42174
O 7.71308 0.86642 0.71567
O -0.82490 2.50282 -0.47911
O 7.19580 2.26833 -1.27351
O 1.79286 2.37388 -0.33560
O 0.79117 -0.06959 -3.73417
O 6.15116 2.72998 0.83288
N 1.53981 -0.78679 -0.38990
N 3.02394 0.14381 3.36523
N -0.02251 1.02979 -1.87230
N -1.55444 6.15369 1.39879
N -2.35954 -1.97462 0.03333
N 3.79568 3.06596 0.56772
N 0.03910 -0.06536 1.96162
N 2.47455 1.31003 1.43185
N -1.45120 4.90782 1.97746
C -0.42518 -0.56768 4.44422
C 3.84460 -1.03861 0.32704
C -4.69903 -0.64062 -1.25819
C 0.45999 -3.15617 -2.67254
C -3.99177 -0.65434 2.38334
C -2.89928 8.23064 1.45974
C -4.76668 1.90650 -2.34240
C -0.48301 -3.50222 -1.70429
C 4.52958 1.83027 2.51566
C 2.35648 -5.24062 3.25995
C -0.40996 4.27495 1.56575
C 3.62940 -5.91243 0.91991
C -3.67795 -4.01115 2.33900
C -3.17581 0.21970 1.67674
C -0.15090 -0.32601 3.06644
C 2.94194 -0.56511 -0.61486
C -0.40343 2.03888 -4.00087
C 3.96043 4.13211 -0.40811
C 2.99440 -6.46321 3.15397
C -5.78432 1.00868 -2.62936
C 1.58268 -5.26022 -2.40473
C -4.73294 6.95748 3.10545
C -4.94912 8.27697 2.73436
C -5.12409 -4.87017 -2.07655
C -5.75301 -0.26099 -2.07266
C -3.04111 -5.94251 4.19345
C 4.61875 0.84635 -1.56108
C -3.78864 1.98373 3.19684
C 3.63752 -6.80823 1.97592
C 3.36246 0.26887 -1.64335
C -4.57081 1.09636 3.92121
C -0.52795 0.26517 6.67758
C 3.39370 1.09943 2.44899
C 1.48176 -4.02959 -3.02535
C -0.59778 2.19465 -1.68670
C -3.70623 1.52159 -1.53521
C -4.67956 -0.22368 3.50740
C -0.97921 -0.97816 7.09959
C -0.86671 -1.82457 4.85612
C 2.98447 -4.69637 1.05479
C -2.69592 6.90702 1.83013
C -5.14188 -5.03923 -3.45286
C -0.58916 6.48644 0.49731
C 2.32503 -4.31207 2.21957
C -3.64503 0.23464 -1.01230
C -0.24551 0.48258 5.34056
C 5.09802 -0.46570 0.40830
C -3.09552 1.54971 2.07824
C -0.36572 -4.75196 -1.08831
C -3.25191 -3.56871 -3.64871
C -1.74478 -2.72537 1.15191
C 5.43431 0.54526 -0.47820
C -3.21614 -3.40483 -2.26628
C -0.84096 3.01627 -2.91029
C 4.84718 2.88358 1.53587
C -4.16534 -4.05812 -1.48897
C -4.02589 8.90182 1.91613
C -4.20377 -4.38484 -4.23839
C 0.20669 0.85949 -3.24481
C 2.73681 2.25399 0.56823
C 0.66012 -5.61487 -1.42838
C -3.61660 6.27226 2.66257
C -1.14570 -2.02076 6.19583
C -2.39694 -4.05826 1.51742
H -3.70498 3.01826 3.49974
H -6.60858 1.30461 -3.26370
H -4.50907 -3.59389 1.76661
H -2.59628 -4.65157 0.62722
H -3.14044 -5.18743 4.97350
H -1.19519 -1.14042 8.14686
H -4.69238 -1.62557 -0.81645
H 0.10674 1.44121 4.98535
H 0.73456 -6.57614 -0.93621
H -1.87740 3.34571 -2.97030
H 2.19699 -3.73775 -3.78198
H -5.82406 8.80838 3.08237
H -1.23124 1.66888 -4.60549
H -4.10791 -1.66760 2.04020
H -5.85570 -5.37179 -1.45700
H 4.87675 3.96935 -0.97486
H -3.55453 -3.39008 3.23042
H 4.02351 5.08957 0.11095
H -4.17470 -3.91324 -0.41820
H -3.44940 5.25200 2.96653
H -6.55325 -0.96238 -2.26820
H 3.51000 -1.74815 1.07002
H -2.96220 2.25526 -1.26235
H 5.06790 3.85373 1.99559
H 5.78261 -0.73806 1.19826
H -1.47545 -2.99145 6.53845
H 2.68315 0.54312 -2.43662
H -0.21800 3.91125 -2.85076
H -2.19364 8.73681 0.82765
H 0.34775 2.44425 -4.67730
H 2.54745 -0.67601 2.98940
H -2.48866 2.25718 1.52436
H -1.76388 -2.08089 2.03345
H -1.63953 -4.60992 2.08401
H -4.80381 2.91450 -2.73420
H 4.94126 1.57944 -2.28629
H 1.43908 -1.53397 0.31729
H -5.43734 6.45014 3.75119
H 3.75345 -0.12219 4.00985
H -4.21790 -4.50395 -5.31361
H -0.39362 1.06660 7.38957
H -0.93784 -2.63398 4.14379
H 5.25065 1.65727 3.29921
H 1.07322 -1.07603 -1.25016
H 2.38085 -5.94083 -2.66916
H -2.01737 -5.96120 3.82381
H -0.69002 -2.90620 0.94059
H -5.30745 -0.91665 4.05191
H 3.10696 4.14202 -1.07919
H -2.52817 -3.05216 -4.26924
H 0.38648 -2.20116 -3.17358
H -4.16985 9.93201 1.62006
H -5.88767 -5.67353 -3.91241
H -1.08385 -5.07894 -0.35817
H -5.10412 1.43479 4.79911
H -3.26605 -6.91698 4.62222
*
```

Results
LUMO level   -1.7 eV
ΔE to the lowest compared entry with this formula, charge and spin   0.0 kJ/mol
HOMO level   -7.4743 eV
E   -213268.4602 eV
Largest force on an atom   0.016 hartree/bohr
HOMO-LUMO gap   0.212 hartree